11
Properties=species:S:1:pos:R:3 method="wB97M-V/def2-TZVPD" smiles="CCC(O)=S" relative_energy_kj_mol=64.40 largest_force_ev_per_a=2.95 total_energy_ha=-591.3085 homo_ev=-8.73
C 1.15206 -0.87890 0.03583
C 0.33829 0.32727 -0.05387
C -1.18284 0.12877 -0.07578
O -1.81248 1.28829 0.05706
S -2.06404 -1.23843 -0.00598
H 0.86813 -1.59226 -0.75553
H 2.20455 -0.63768 0.02464
H 0.86643 -1.42440 0.87614
H 0.49050 1.05139 -0.84396
H 0.35521 0.93649 0.79664
H -1.21581 2.03945 -0.05519

=====

15
Properties=species:S:1:pos:R:3 method="wB97M-V/def2-TZVPD" smiles="O=[SiH2].OC1=CCC1" relative_energy_kj_mol=306.10 largest_force_ev_per_a=5.48 total_energy_ha=-597.0694 homo_ev=-7.93
O 2.14550 -0.20260 0.61437
Si 3.35049 0.19766 -0.16277
H 3.50532 1.56312 -0.97290
H 4.51928 -0.79654 -0.30467
O 0.06461 -1.85890 0.15739
C -0.66388 -0.69827 0.08545
C -0.53001 0.55912 0.55492
C -1.85276 0.98899 -0.01783
C -2.05292 -0.48394 -0.38278
H 0.76402 -1.56352 0.78565
H 0.17047 1.05692 1.07103
H -1.86573 1.59040 -0.83311
H -2.62256 1.38019 0.76542
H -2.17794 -0.78375 -1.50252
H -2.75389 -0.94887 0.14237

=====

18
Properties=species:S:1:pos:R:3 method="wB97M-V/def2-TZVPD" smiles="C=CC[C@@H]1C[C@H]1N" relative_energy_kj_mol=301.30 largest_force_ev_per_a=4.59 total_energy_ha=-289.8569 homo_ev=-8.82
C -1.74637 -0.25344 -1.02580
C -1.15793 -1.26452 -0.33377
C 0.29457 -1.57447 -0.09203
C 0.94247 -0.23123 -0.19509
C 1.85205 0.48385 0.73645
C 0.42990 0.94339 0.82541
N -0.14150 1.98968 0.08571
H -1.23277 0.27761 -1.81669
H -2.81207 -0.31135 -1.19270
H -1.79950 -1.90538 0.25685
H 0.70710 -2.27604 -0.82159
H 0.41678 -1.99864 0.90695
H 0.97907 0.14965 -1.20524
H 2.23343 -0.06820 1.58586
H 2.54783 1.18171 0.29080
H -0.11189 0.59406 1.70639
H -0.30159 2.79031 0.68574
H -1.09957 1.47301 -0.39724

=====

10
Properties=species:S:1:pos:R:3 method="wB97M-V/def2-TZVPD" total_charge=+1 relative_energy_kj_mol=281.80 largest_force_ev_per_a=3.85 total_energy_ha=-586.5198 homo_ev=-14.79
C -1.18821 0.43233 0.54259
C 0.30878 0.58193 -1.14721
N -0.08545 0.42719 1.27660
N -0.97516 0.61941 -0.74279
S 1.33636 0.76033 0.12609
H -2.13006 0.31299 0.85614
H 2.51499 -1.94749 -0.74725
H 1.73659 -2.10155 -0.86077
H 0.04289 0.17517 2.24437
H -1.56072 0.73970 -1.54777

=====

26
Properties=species:S:1:pos:R:3 method="wB97M-V/def2-TZVPD" smiles="C[C@@H]1CP2C[C@]1(C)C(C=O)=C2C=O" relative_energy_kj_mol=316.81 largest_force_ev_per_a=8.88 total_energy_ha=-880.5257 homo_ev=-9.14
C -0.81403 -1.96486 0.22336
C 0.16375 -1.03324 1.00014
C -0.50188 -0.31576 2.06323
P -0.33088 1.61105 1.57662
C 1.28172 1.15597 0.80621
C 0.88141 -0.09861 0.02414
C 2.15307 -0.72532 -0.59634
C -0.33134 0.38209 -0.87629
C -0.46947 0.18510 -2.26716
O 0.20024 -0.55589 -2.97291
C -1.13085 1.61846 -0.10783
C -2.16354 2.42878 -0.68656
O -2.92592 3.08224 -0.01857
H -0.53313 -2.03851 -0.80512
H -1.88159 -1.76238 0.24797
H -0.68063 -2.97423 0.56976
H 0.90612 -1.64666 1.53720
H -1.48031 -0.53892 2.24866
H -0.09121 -0.55093 3.10979
H 1.94947 0.91836 1.65596
H 1.72927 1.95940 0.19365
H 2.85390 -0.96043 0.22217
H 2.75667 -0.12235 -1.30928
H 1.84150 -1.51539 -1.36229
H -1.30788 0.75334 -2.63231
H -2.07443 2.70868 -1.84419